Entry 1:
6 unconnected molecules or ions with the total composition C25H48ClNO24S6 at a distorted geometry, computed with the ωB97M-V functional and the def2-TZVPD basis.

Structure (ORCA input):
```
! wB97M-V def2-TZVPD RIJCOSX def2/J DEFGRID3
* xyz 0 1
H 1.65657 -2.01422 -0.14830
N 1.59415 -1.81539 0.84865
C 0.47092 -1.31061 1.12828
C -0.62068 -1.05632 0.13633
C 0.20536 -0.97752 2.57557
C 0.79898 0.31183 3.13098
O 2.17500 0.12744 3.37269
C 2.64201 0.61053 4.60940
C 4.15818 0.62540 4.55626
Cl 4.70987 1.15732 6.17135
C 4.72556 1.50534 3.44787
C 5.72638 0.78023 2.56029
C 0.57698 1.60649 2.34553
S 1.72781 1.87039 0.94675
O -0.77452 1.66821 1.99396
C -1.47524 2.90936 2.16161
C -1.03713 4.01567 1.20070
C 0.02258 4.99687 1.65354
O -0.57279 5.94056 2.54642
C -1.52659 3.31405 3.62876
C -2.18422 2.23666 4.51003
C -2.20907 2.39463 5.97422
O -3.40180 2.57330 5.15434
H -0.38209 -1.50723 -0.82026
H -1.57660 -1.44069 0.48417
H -0.77300 0.01073 -0.02064
H -0.86444 -0.99961 2.76364
H 0.66528 -1.76802 3.16065
H 0.29318 0.48294 4.08871
H 2.30759 -0.03882 5.42097
H 2.28686 1.62337 4.82664
H 4.50055 -0.39650 4.43483
H 3.91067 1.88008 2.83710
H 5.21075 2.37012 3.89160
H 6.49195 0.30389 3.16734
H 5.22344 0.02916 1.95634
H 6.20494 1.49142 1.89623
H 0.84483 2.42486 3.00997
H 0.98535 1.26437 0.01977
H -2.49197 2.64367 1.87891
H -0.71227 3.56073 0.27031
H -1.92081 4.60574 0.96317
H 0.87345 4.50641 2.12199
H 0.40785 5.51720 0.77778
H 0.07985 6.21093 3.19671
H -0.52802 3.49267 4.01849
H -2.11020 4.22297 3.72039
H -2.12136 1.22883 4.11967
H -1.85308 3.32860 6.38080
H -2.27983 1.52805 6.61059
O 6.93949 4.50619 -0.86125
S 7.55494 3.33966 -0.34604
O 7.82610 3.21211 1.03856
O 8.88273 3.05859 -1.18698
C 8.85497 1.74216 -1.75863
C 7.37948 1.47703 -1.98392
O 6.75632 2.04366 -0.82217
H 9.29068 1.03774 -1.04847
H 9.43225 1.74978 -2.67830
H 7.13636 0.41979 -2.02668
H 7.00442 1.98507 -2.87391
O -6.54008 -2.58785 0.43805
S -5.40484 -2.22792 1.21438
O -4.16605 -2.88232 0.99101
O -5.80562 -2.28251 2.74607
C -5.55159 -1.01391 3.38509
C -5.74657 -0.00815 2.26914
O -5.16524 -0.66034 1.12145
H -4.53169 -1.01138 3.76838
H -6.25324 -0.88582 4.20259
H -5.22480 0.92579 2.44077
H -6.80169 0.18292 2.06991
O -2.21214 -2.03045 -4.45848
S -2.43971 -2.78303 -3.27486
O -1.34849 -3.20965 -2.47787
O -3.34878 -4.03346 -3.65508
C -4.55393 -4.04363 -2.86358
C -4.81576 -2.57976 -2.58404
O -3.49553 -2.03484 -2.35739
H -4.37130 -4.60199 -1.94486
H -5.34476 -4.51613 -3.43802
H -5.42718 -2.44396 -1.69744
H -5.25783 -2.06416 -3.43728
O -2.55289 -8.69021 -7.13039
S -1.34232 -8.29370 -6.50944
O -0.13606 -8.99372 -6.75304
O -1.60629 -8.17986 -4.93869
C -1.27151 -6.86871 -4.45693
C -1.54083 -5.97114 -5.64677
O -1.07767 -6.74077 -6.76634
H -0.22074 -6.85348 -4.16423
H -1.89745 -6.63628 -3.60080
H -0.99061 -5.03571 -5.60521
H -2.60594 -5.76988 -5.77051
O 0.15389 4.22452 -4.16105
S -0.77747 3.56880 -5.00418
O -1.74872 4.30434 -5.72604
O -1.47959 2.41059 -4.15999
C -1.31465 1.13607 -4.80475
C 0.00937 1.26803 -5.52770
O -0.01358 2.61362 -6.02944
H -2.14175 0.97694 -5.49750
H -1.31310 0.35416 -4.05278
H 0.10792 0.58282 -6.36373
H 0.85750 1.15504 -4.85002
*
```

Results
Energy above the lowest of the compared OMol25 structures with the same formula, charge and spin ... 0.0 kcal per mole
Frontier orbital gap ... 9.2 eV

---

Entry 2:
6 unconnected molecules or ions with the total composition C28H57ClN6O10 at a distorted geometry, computed with the ωB97M-V functional and the def2-TZVPD basis.

Structure (ORCA input):
```
! wB97M-V def2-TZVPD RIJCOSX def2/J DEFGRID3
* xyz 0 1
C -3.19703 3.71792 0.40836
C -3.72993 2.20051 0.70688
C -4.52953 1.48797 -0.55764
C -5.24459 2.71070 -1.38198
C -3.52977 0.53577 -1.49818
C -3.01957 -0.66636 -0.49709
C -2.61769 -2.07211 -1.30994
C -1.34112 -2.73005 -0.45674
O -0.03311 -2.44815 -1.07252
O -2.49981 1.43563 -2.00417
C -1.14025 0.91215 -1.93164
O -0.39709 1.15568 -0.81561
Cl -0.24073 -0.03218 -3.27650
N -4.19897 -0.13266 -2.65345
C -3.81430 0.36581 -4.00986
C -4.20081 1.79460 -4.71323
O -3.09881 -0.49437 -4.78894
C -5.64259 -0.46800 -2.47511
C -6.25767 -1.55784 -1.36460
O -6.58892 0.08635 -3.28317
H -2.74996 3.77269 -0.69066
H -4.06398 4.49232 0.56326
H -2.29104 4.00673 1.12459
H -4.52015 2.27467 1.59766
H -2.83172 1.58243 1.12254
H -5.39356 0.84788 -0.03938
H -5.77793 3.44739 -0.60877
H -6.11032 2.36748 -2.11521
H -4.52467 3.38025 -2.01470
H -2.21887 -0.34830 0.29356
H -3.98310 -0.97467 0.13863
H -3.48765 -2.86442 -1.29426
H -2.21509 -1.86811 -2.39216
H -1.45640 -3.89125 -0.35749
H -1.29848 -2.30010 0.65435
H -0.03884 -2.60789 -2.06296
H -4.05849 2.74063 -4.04231
H -3.46194 1.94035 -5.63977
H -5.27831 1.70402 -5.19971
H -6.27085 -1.13830 -0.27193
H -7.38212 -1.80959 -1.67177
H -5.68190 -2.59697 -1.46540
C 2.72047 1.01442 -1.36213
N 3.36165 0.53559 -0.16075
C 4.37733 1.11405 0.54238
C 4.93182 2.41765 0.03953
O 4.80962 0.56602 1.55449
H 1.65599 1.14107 -1.15059
H 2.84417 0.25480 -2.13789
H 3.13785 1.96050 -1.70923
H 3.04218 -0.33902 0.23976
H 5.73383 2.75388 0.70297
H 5.34610 2.28668 -0.96376
H 4.14823 3.18008 0.03156
C 4.03083 7.46288 2.63850
N 3.70551 6.33721 1.79544
C 3.97410 6.17045 0.46854
C 4.69989 7.27379 -0.24947
O 3.62273 5.13924 -0.10129
H 4.65718 7.10249 3.45808
H 3.09867 7.86038 3.04739
H 4.55647 8.25101 2.09785
H 3.21487 5.55223 2.20837
H 4.84131 6.99635 -1.29802
H 4.11227 8.19505 -0.21257
H 5.68340 7.43096 0.20151
C 5.30702 -4.17535 -4.43772
N 4.57230 -2.93790 -4.32544
C 4.55049 -2.06051 -3.28124
C 5.38239 -2.38170 -2.07109
O 3.86277 -1.04381 -3.35147
H 5.96305 -4.10202 -5.30844
H 4.58818 -4.98280 -4.59713
H 5.90316 -4.38878 -3.54957
H 3.98747 -2.65287 -5.10271
H 5.26220 -1.59123 -1.32467
H 5.05288 -3.32611 -1.62961
H 6.43889 -2.43818 -2.34677
C 1.73310 0.37775 3.27426
N 0.69251 -0.50664 2.80659
C 0.06803 -1.51021 3.48740
C 0.48376 -1.76446 4.90945
O -0.80602 -2.17340 2.93263
H 1.36817 1.40428 3.19072
H 2.60219 0.25193 2.62390
H 2.01925 0.17593 4.30729
H 0.35846 -0.39686 1.85592
H -0.10169 -2.59275 5.31885
H 1.54170 -2.03777 4.94754
H 0.29765 -0.87604 5.51891
C -0.88697 -6.87090 5.20601
N -1.24215 -7.06085 3.81984
C -1.70653 -6.13476 2.93253
C -1.88748 -4.72261 3.41503
O -1.96254 -6.46950 1.77755
H 0.16085 -7.15513 5.32926
H -1.51185 -7.53365 5.80967
H -1.02582 -5.84023 5.53492
H -1.14700 -7.98785 3.42102
H -2.26301 -4.10197 2.59637
H -2.61528 -4.69547 4.23046
H -0.92898 -4.31395 3.74616
*
```

Results
Frontier orbital gap ... 8.2 eV

---

no.,LUMO (eV)
1,0.06
2,-0.30